Here is an isolated molecule of C5H8N2 from the OMol25 dataset. Energies are from ωB97M-V/def2-TZVPD.

Last column: natural (NBO) charge in e.
CARTESIAN COORDINATES (ANGSTROEM)
C -1.8733 1.1335 -1.1845  -0.699
N -0.5827 0.1477 -1.0443  -0.423
C 0.6145 0.9294 -0.8817  0.012
C 1.3007 0.4988 0.1816  -0.264
C 0.5743 -0.6300 0.7684  0.139
N 0.9834 -1.2689 1.9303  -0.791
C -0.5368 -0.8242 0.0284  -0.141
H -0.5729 -0.3277 -1.9431  0.432
H -2.5780 0.6491 -0.4862  0.140
H -1.5157 2.0224 -0.6374  0.136
H 0.7722 1.7558 -1.5605  0.239
H 2.2091 0.9347 0.5811  0.232
H 1.9865 -1.3096 2.0489  0.380
H 0.5642 -2.1762 2.0812  0.384
H -1.3454 -1.5347 0.1178  0.224

Forces on atoms 1 to 2 (eV/Å):
C 0.10 -0.09 0.34
N 0.00 0.09 0.04

Summary:
Orbital gap (eV): 7.464
Max |F| (eV/Å): 0.37
E (eV): -8290.7922
Relative energy (zero: lowest compared OMol25 entry of this formula, charge and spin) (kJ/mol): 405.6
Highest occupied orbital energy (eV): -6.8

Here is a structure of composition C14H16NO4S5SiV at a distorted geometry from the OMol25 dataset. Energies are from ωB97M-V/def2-TZVPD.

Last column: Löwdin spin population.
CARTESIAN COORDINATES (ANGSTROEM)
V -0.8579 0.7893 -0.0669  0.830
O 1.5370 0.7111 -3.4324  0.017
C 1.0275 0.6593 -2.1906  0.050
O -0.2126 0.5452 -2.0212  0.034
C 1.8685 0.7100 -1.0599  0.040
C 3.2614 0.7893 -0.9785  0.011
C 3.8789 0.7977 0.2484  0.014
C 3.0734 0.7211 1.4170  0.025
C 1.7170 0.6496 1.2924  -0.011
N 1.0886 0.6448 0.0842  0.052
C 0.7016 0.5330 2.3480  -0.014
O 1.0290 0.5110 3.6404  -0.004
O -0.4736 0.4378 2.0269  -0.001
H 0.7794 0.6741 -4.0325  0.000
H 3.8355 0.8380 -1.8947  0.000
H 4.9543 0.8558 0.3297  0.001
H 3.5477 0.7127 2.3919  0.002
H 1.9855 0.5975 3.7319  0.000
S -4.9137 7.0019 0.0273  -0.002
C -4.0001 5.6182 0.0020  0.000
S -2.2834 5.6030 0.1211  0.002
C -2.0420 3.8752 0.0324  0.001
C -3.1627 3.1344 -0.0942  0.002
S -3.1587 1.3998 -0.1967  -0.024
S -4.6590 4.0360 -0.1464  0.002
S -0.4542 3.1821 0.1018  -0.011
C -1.5444 -4.2636 -0.1407  -0.002
Si -0.5809 -2.6335 -0.1032  -0.006
C 0.5747 -2.6770 -1.5936  0.001
C 0.5043 -2.7201 1.4420  0.000
C -1.7005 -1.1751 -0.1169  -0.014
H -0.8768 -5.1307 -0.1411  0.000
H -2.1729 -4.3200 -1.0333  0.000
H -2.2025 -4.3437 0.7284  0.000
H 1.0761 -3.6461 -1.6699  0.000
H 1.3461 -1.9068 -1.5219  0.000
H 0.0204 -2.5081 -2.5204  0.000
H 0.9595 -3.7100 1.5368  0.000
H -0.0794 -2.5283 2.3459  0.000
H 1.3156 -1.9890 1.4001  0.000
H -2.3918 -1.2516 0.7327  0.002
H -2.3148 -1.2240 -1.0264  0.003

Forces on atoms 1 to 2 (eV/Å):
V 1.08 -0.12 -0.02
O -0.01 0.00 -0.15

Summary:
Orbital gap (alpha / beta) (eV): 5.638 / 5.661
Net charge: -1
Max |F| (eV/Å): 1.35
E (eV): -112204.0845
Expectation value of S²: 0.8373
Spin multiplicity: 2
Relative energy (zero: lowest compared OMol25 entry of this formula, charge and spin) (kJ/mol): 0.0
Highest occupied orbital energy (alpha / beta) (eV): -3.8 / -3.8

Here is a structure of composition C23H37Br2MnNO11P2SSi at a distorted geometry from the OMol25 dataset. Energies are from ωB97M-V/def2-TZVPD.

Last column: Löwdin spin population.
CARTESIAN COORDINATES (ANGSTROEM)
Mn 1.3502 0.8245 -0.3418  1.002
O 5.5748 2.3543 4.3261  0.001
C 4.5721 2.1005 3.4014  0.001
C 4.4728 0.8481 2.7367  -0.001
C 3.4387 0.6308 1.8740  0.001
N 2.4986 1.5473 1.5433  -0.001
C 2.6067 2.7319 2.2173  0.001
Br 1.0968 3.8866 2.1509  0.000
C 3.5767 3.0323 3.1486  0.000
H 6.0644 1.5320 4.4337  0.000
H 5.1840 0.0593 2.9411  0.000
H 3.3302 -0.3397 1.4112  0.000
H 3.5486 3.9740 3.6739  0.000
C -0.3391 -2.4242 -2.5159  0.000
C -0.8086 -0.9692 -2.4518  0.001
C -2.2756 -0.8759 -2.8822  0.000
C 0.0589 -0.1035 -3.3704  0.001
O -0.6556 -0.4614 -1.1303  0.007
Si -1.4561 -0.8582 0.2599  0.001
S -0.3722 0.1143 1.7430  -0.004
O -3.0081 -0.3175 0.0965  0.000
C -3.8513 0.3984 0.9806  0.000
C -3.4671 1.8811 0.9973  0.000
C -5.2795 0.2251 0.4402  0.000
C -3.7780 -0.1497 2.4082  0.000
O -1.6756 -2.4858 0.3180  0.000
C -1.2885 -3.5055 1.2094  0.000
C 0.1658 -3.3599 1.6517  0.000
C -1.4659 -4.8333 0.4587  0.000
C -2.2259 -3.4761 2.4233  0.000
H -0.4816 -2.8179 -3.5227  0.000
H -0.9042 -3.0204 -1.8056  0.000
H 0.7180 -2.4775 -2.2652  0.000
H -2.4199 -1.4082 -3.8217  0.000
H -2.5593 0.1654 -3.0139  0.000
H -2.9051 -1.3099 -2.1120  0.000
H 0.0353 -0.4865 -4.3902  0.000
H 1.0922 -0.1195 -3.0229  0.001
H -0.2910 0.9289 -3.3675  0.000
H -3.5445 2.3050 0.0001  0.000
H -2.4404 1.9775 1.3415  0.000
H -4.1177 2.4369 1.6690  0.000
H -5.3378 0.5875 -0.5825  0.000
H -5.9803 0.7833 1.0577  0.000
H -5.5519 -0.8287 0.4518  0.000
H -2.7503 -0.0800 2.7571  0.000
H -4.0918 -1.1908 2.4249  0.000
H -4.4244 0.4373 3.0590  0.000
H 0.8217 -3.3386 0.7841  0.000
H 0.4514 -4.1908 2.2947  0.000
H 0.2936 -2.4255 2.1906  0.000
H -0.7714 -4.8851 -0.3749  0.000
H -2.4803 -4.9127 0.0747  0.000
H -1.2730 -5.6697 1.1261  0.000
H -2.0938 -2.5373 2.9524  0.000
H -2.0125 -4.3066 3.0932  0.000
H -3.2596 -3.5474 2.0869  0.000
O 3.9287 -2.7021 -0.1052  0.000
P 3.2473 -1.6101 -1.1183  0.000
O 3.0038 -2.2496 -2.4268  0.000
O 2.1011 -1.0115 -0.3632  -0.002
O 4.5019 -0.5792 -1.1530  0.000
P 4.3920 0.9190 -1.8178  0.002
O 5.3712 1.6926 -0.7657  0.001
O 4.9869 0.9519 -3.1582  0.000
O 2.9842 1.4131 -1.5964  0.014
H 4.5282 -3.1856 -0.6668  0.000
H 4.9593 1.7238 0.0985  0.000
Br -1.4251 6.0433 -3.5510  0.000
C -0.6993 4.6426 -2.4546  -0.001
C -1.4999 3.5751 -2.1160  -0.001
C -0.9619 2.5714 -1.3233  -0.003
C 0.3637 2.5880 -0.8518  -0.016
C 1.1081 3.7241 -1.2151  -0.003
C 0.5974 4.7446 -2.0010  -0.001
H -2.5220 3.5213 -2.4705  0.000
H -1.6090 1.7501 -1.0537  0.000
H 2.1306 3.8207 -0.8744  0.000
H 1.2009 5.6040 -2.2537  0.000

Forces on atoms 1 to 2 (eV/Å):
Mn -0.79 1.37 0.78
O -0.94 -0.05 -0.76

Summary:
Orbital gap (alpha / beta) (eV): 5.802 / 5.309
Net charge: -2
Max |F| (eV/Å): 2.33
E (eV): -257174.0509
Expectation value of S²: 0.7538
Spin multiplicity: 2
Relative energy (zero: lowest compared OMol25 entry of this formula, charge and spin) (kJ/mol): 106.6
Highest occupied orbital energy (alpha / beta) (eV): -2.1 / -1.6

Here is a structure of composition C6H9N3O2S at a distorted geometry from the OMol25 dataset. Energies are from ωB97M-V/def2-TZVPD.

Last column: natural (NBO) charge in e.
CARTESIAN COORDINATES (ANGSTROEM)
C -2.2557 -2.3564 -1.1052  -0.368
C -2.4259 -0.9871 -0.9744  0.076
C -0.9404 -2.9155 -0.8098  0.618
C -0.3315 -0.6603 -0.2589  0.359
C 0.3973 2.6921 2.2026  -0.426
C 2.0577 1.1889 -1.0703  -0.843
N -1.4066 -0.1787 -0.6768  -0.549
N 0.7474 2.2265 0.8911  -0.866
N -0.0310 -1.9387 -0.2163  -0.608
O -0.6290 -4.0944 -0.9729  -0.581
O 2.0657 0.0485 1.3980  -0.939
S 1.2204 0.8479 0.4812  1.860
H -3.0790 -2.9739 -1.1468  0.233
H -3.4036 -0.4787 -1.2145  0.209
H 0.9566 3.5365 2.5259  0.214
H 0.5553 1.8068 2.9266  0.192
H -0.7390 2.8696 2.1721  0.205
H 3.2025 1.3357 -0.9512  0.277
H 1.8007 0.3551 -1.7099  0.236
H 1.4254 1.8887 -1.6339  0.272
H 0.8127 -2.2128 0.1434  0.429

Forces on atoms 1 to 2 (eV/Å):
C 1.61 3.05 1.34
C -1.51 -1.87 -1.36

Summary:
Orbital gap (eV): 9.090
Max |F| (eV/Å): 4.38
E (eV): -25764.4883
Relative energy (zero: lowest compared OMol25 entry of this formula, charge and spin) (kJ/mol): 426.2
Highest occupied orbital energy (eV): -9.1